DFT (ωB97M-V/def2-TZVPD) results for one molecule with the formula C19H22ClNO2.

Summary:
SMILES ... Cc1cc(Cl)ccc1OCC(=O)NCCCCc1ccccc1
Net charge ... 0
E ... -38168.65205 eV
LUMO level ... 0.71 eV
Energy relative to the best compared isomer or geometry (same formula, charge and spin) ... 0.00 kcal/mol

Geometry (Å):
1 C -1.676067 -0.649309 3.005342
2 C -2.246595 -0.211624 1.691221
3 C -3.227392 -0.958543 1.062164
4 C -3.783385 -0.529598 -0.132842
5 Cl -4.998534 -1.491360 -0.903280
6 C -3.375851 0.657778 -0.710236
7 C -2.387402 1.409880 -0.097108
8 C -1.810654 0.981594 1.092377
9 O -0.800194 1.640368 1.739729
10 C -0.353662 2.869465 1.215683
11 C 0.312423 2.774644 -0.165316
12 O 0.327415 3.720847 -0.924916
13 N 0.879434 1.585153 -0.417802
14 C 1.484305 1.266192 -1.689834
15 C 0.513629 0.556124 -2.640376
16 C -0.135656 -0.709180 -2.077606
17 C 0.838171 -1.865944 -1.819181
18 C 1.721632 -1.666594 -0.620120
19 C 1.166322 -1.503471 0.645282
20 C 1.975470 -1.315192 1.752596
21 C 3.352734 -1.290979 1.613780
22 C 3.916545 -1.468924 0.362349
23 C 3.105983 -1.656599 -0.743634
24 H -0.656478 -0.291357 3.114110
25 H -2.264475 -0.225693 3.819208
26 H -1.698405 -1.732405 3.096819
27 H -3.562940 -1.881573 1.509234
28 H -3.815476 0.995181 -1.634801
29 H -2.071276 2.327259 -0.566540
30 H -1.164980 3.605247 1.161643
31 H 0.391252 3.231059 1.931270
32 H 0.813683 0.843102 0.265308
33 H 2.367361 0.652727 -1.506771
34 H 1.790656 2.213101 -2.141635
35 H -0.281281 1.258882 -2.898868
36 H 1.055338 0.312923 -3.556423
37 H -0.675916 -0.467821 -1.161083
38 H -0.877703 -1.049440 -2.803607
39 H 1.453803 -2.022504 -2.707316
40 H 0.246460 -2.772371 -1.660913
41 H 0.092338 -1.542826 0.764795
42 H 1.531624 -1.194174 2.730034
43 H 3.982932 -1.143470 2.477983
44 H 4.990438 -1.462830 0.246733
45 H 3.554360 -1.797733 -1.717456

Cartesian forces (eV/Å) of the 2 atoms listed first:
0.01 0.06 -0.02
0.17 0.21 -0.05

Taken from the Löwdin analysis, the atomic charges in e are: -0.03, -0.21, -0.07, -0.68, 0.67, -0.10, -0.01, -0.23, -0.05, -0.09, -0.50, 0.06, 0.10, -0.16, -0.16, -0.19, -0.14, -0.25, -0.06, -0.08, -0.09, -0.08, -0.06, 0.06, 0.09, 0.09, 0.11, 0.11, 0.12, 0.14, 0.14, 0.11, 0.11, 0.12, 0.11, 0.11, 0.08, 0.11, 0.11, 0.12, 0.11, 0.10, 0.10, 0.10, 0.11